DFT (ωB97M-V/def2-TZVPD) results for an isolated molecule of C18H18O7.

Energy relative to the best compared isomer or geometry (same formula, charge and spin) ... 7.1 kJ/mol
SMILES string ... CCC[C@H]1O[C@H](CC(=O)O)C[C@]23O[C@]12C(=O)c1c(O)cccc1C3=O
Frontier orbital gap ... 0.301 Ha
LUMO level ... -0.9350 eV
HOMO energy ... -9.139 eV

Each line ends with the Mulliken charge.
Positions of all 43 atoms, in Å:
1 C 2.28570 1.16948 -2.57538  -1.66
2 C 1.15096 0.78888 -1.66959  0.20
3 C -0.13442 0.35893 -2.45945  -1.10
4 C -1.25553 -0.30624 -1.61719  0.01
5 O -1.15898 -1.76549 -1.67959  -0.51
6 C -0.10068 -2.38650 -0.93473  0.76
7 C -0.10386 -3.87567 -1.36215  -1.27
8 C 1.13837 -4.60998 -0.93673  0.71
9 O 2.11502 -3.93089 -0.64247  -0.59
10 O 1.15948 -5.94724 -0.93118  -0.46
11 C -0.34752 -2.18742 0.58125  -1.45
12 C -0.73436 -0.72157 0.93538  0.45
13 O -2.11627 -0.57888 0.77461  -0.68
14 C -1.34985 0.18245 -0.15261  1.26
15 C -1.33703 1.72351 0.12721  0.63
16 O -1.79300 2.49172 -0.69329  -0.83
17 C -0.90149 2.29526 1.44250  0.47
18 C -1.07906 3.66181 1.78907  0.30
19 O -1.78221 4.50420 0.97666  -0.64
20 C -0.63529 4.14413 3.04421  -0.68
21 C -0.00758 3.28852 3.93981  -0.51
22 C 0.20417 1.96108 3.60097  -1.04
23 C -0.26505 1.43240 2.36390  0.42
24 C -0.13652 -0.02747 2.17958  0.15
25 O 0.34611 -0.72078 3.08913  -0.65
26 H 2.48322 0.46879 -3.32659  0.43
27 H 3.18608 1.32704 -1.95068  0.38
28 H 2.03197 2.13353 -3.05682  0.33
29 H 1.41827 0.04595 -0.96213  0.40
30 H 0.97771 1.71940 -1.09289  0.02
31 H 0.20052 -0.33842 -3.25027  0.46
32 H -0.48996 1.28713 -2.98270  0.46
33 H -2.16907 0.02677 -2.10701  0.34
34 H 0.80656 -1.91567 -1.27938  0.16
35 H -0.22415 -3.98189 -2.42401  0.39
36 H -0.92421 -4.36941 -0.87138  0.37
37 H 2.04785 -6.18480 -0.58257  0.36
38 H -1.12032 -2.87638 0.91416  0.43
39 H 0.56577 -2.43599 1.09733  0.47
40 H -1.95209 4.03549 0.13753  0.41
41 H -0.87866 5.19419 3.24558  0.43
42 H 0.30915 3.61342 4.93425  0.38
43 H 0.57026 1.30665 4.36768  0.47

Forces on atoms 1 to 6 (eV/Å):
0.315 1.694 1.035
-1.375 1.008 -0.441
1.107 1.001 0.437
0.438 -0.247 0.043
-0.942 0.989 -0.047
-0.771 0.337 -0.119

DFT (ωB97M-V/def2-TZVPD) results for a structure of composition C18H19BCsF4N2O2.

Frontier orbital gap ... 0.205 Ha
LUMO level ... 1.9802 eV
Charge ... -1
HOMO energy ... -3.604 eV

Each line ends with the Mulliken charge.
Positions of all 47 atoms, in Å:
1 Cs -0.03437 -1.65354 -1.18105  1.24
2 C 0.55497 1.83601 1.06073  -1.31
3 C -0.65802 1.96445 0.15034  -0.54
4 N -0.44611 1.49271 -1.22033  0.69
5 C 0.71796 2.13251 -1.82318  -0.54
6 C 1.06977 1.61189 -3.21157  -1.16
7 C -1.63971 1.71491 -2.03679  -0.88
8 C -2.94029 1.14543 -1.48469  -1.28
9 N -2.87750 -0.29661 -1.40973  -0.28
10 C -3.94845 -0.96280 -1.01168  0.20
11 C -3.94109 -2.39326 -1.06188  0.00
12 F -2.81343 -3.00678 -1.52643  -0.35
13 C -4.97308 -3.19097 -0.65119  0.11
14 F -4.82566 -4.53392 -0.73808  -0.34
15 C -6.16159 -2.67579 -0.15254  -0.60
16 C -6.22017 -1.29517 -0.10071  -0.01
17 F -7.34377 -0.71374 0.38362  -0.34
18 C -5.19433 -0.47195 -0.50397  0.84
19 F -5.39771 0.86772 -0.36005  -0.35
20 H 0.23812 1.98377 2.09403  0.45
21 H 1.32085 2.58192 0.84690  0.30
22 H 1.01540 0.84879 0.98943  0.24
23 H -1.00400 3.01560 0.13717  0.27
24 H -1.47047 1.37457 0.57441  0.36
25 H 1.57377 1.95894 -1.17292  0.24
26 H 0.57212 3.22872 -1.88035  0.32
27 H 1.19726 0.52764 -3.20473  0.16
28 H 2.01636 2.05041 -3.53032  0.41
29 H 0.31827 1.86343 -3.95848  0.32
30 H -1.47219 1.25681 -3.01353  0.36
31 H -1.78436 2.80059 -2.20199  0.34
32 H -3.72378 1.48483 -2.17926  0.49
33 H -3.16864 1.63461 -0.53097  0.39
34 H -6.96984 -3.30844 0.17570  0.46
35 O 3.28964 -0.16721 1.55791  -0.51
36 B 2.74141 -1.33575 0.89445  -0.30
37 O 3.67564 -2.39501 1.23036  -0.82
38 C 4.66011 -1.87867 2.01119  0.76
39 C 5.75287 -2.50671 2.56958  -0.82
40 C 6.62218 -1.72616 3.33703  -0.47
41 C 6.38975 -0.36998 3.52803  -0.49
42 C 5.27718 0.25688 2.96086  -0.80
43 C 4.42668 -0.52265 2.20690  0.70
44 H 5.92413 -3.56418 2.41607  0.42
45 H 7.49088 -2.18723 3.79074  0.35
46 H 7.08013 0.21133 4.12704  0.35
47 H 5.08312 1.31207 3.10395  0.41

Forces on atoms 1 to 6 (eV/Å):
-0.154 0.027 0.063
-0.047 0.006 -0.041
0.010 0.023 0.019
0.061 0.010 0.022
0.006 0.016 -0.043
-0.009 0.028 0.049

DFT (ωB97M-V/def2-TZVPD) results for a cluster of 2 separate species, C18H19BNO6P in total.

SMILES string ... COB(O)c1cccc2c1C(=O)c1ccc([PH2]=O)cc1C2=O.CN(C)C=O
Frontier orbital gap ... 0.282 Ha
LUMO level ... -1.3431 eV
HOMO energy ... -9.008 eV

Each line ends with the Mulliken charge.
Positions of all 46 atoms, in Å:
1 C 0.31808 5.60902 -4.06916  -0.56
2 O 0.28886 4.75072 -2.87360  -0.48
3 B -0.32285 3.51007 -3.25445  0.70
4 O -1.67473 3.56707 -3.81264  -0.57
5 C 0.35207 2.03817 -3.16165  0.40
6 C 1.21150 1.49661 -4.33964  -0.45
7 C 1.90717 0.10896 -4.34183  -0.53
8 C 1.74890 -0.81774 -3.10919  -0.61
9 C 0.89625 -0.28309 -1.92948  0.29
10 C 0.20254 1.12829 -1.92256  0.03
11 C -0.61018 1.54073 -0.59178  0.21
12 O -1.70472 2.15307 -0.61025  -0.54
13 C 0.08337 1.05155 0.78037  0.47
14 C 0.15685 1.89399 2.06901  -0.76
15 C 0.90371 1.24829 3.28881  -0.38
16 C 1.54321 -0.15827 3.27765  0.23
17 P 2.45058 -0.97349 4.72408  0.43
18 O 3.55039 -1.89675 4.11024  -0.65
19 C 1.45946 -1.00159 1.96778  -0.45
20 C 0.74127 -0.34921 0.77087  0.44
21 C 0.67446 -1.18250 -0.60823  0.14
22 O 0.43330 -2.41008 -0.62388  -0.57
23 H -0.72425 5.88148 -4.44671  0.26
24 H 0.87838 6.58715 -3.88342  0.24
25 H 0.90649 5.02850 -4.86066  0.20
26 H -1.59335 3.09666 -4.68226  0.33
27 H 1.31165 2.16980 -5.25265  0.27
28 H 2.54887 -0.27468 -5.20004  0.32
29 H 2.22924 -1.84045 -2.98561  0.37
30 H -0.29134 2.94954 2.11241  0.37
31 H 0.97097 1.85051 4.26615  0.28
32 H 1.50181 -1.81078 5.39091  0.09
33 H 3.13637 -0.04736 5.57130  0.08
34 H 1.87942 -2.04873 1.84219  0.34
35 C -3.61194 -3.91775 2.04644  -0.93
36 N -2.21965 -3.62143 2.31200  0.20
37 C -1.53498 -2.65175 1.47735  -0.89
38 C -1.53164 -4.22462 3.32177  -0.02
39 O -0.36314 -4.01958 3.59728  -0.56
40 H -3.70578 -4.30526 1.02867  0.32
41 H -4.19647 -2.99913 2.14340  0.32
42 H -3.99440 -4.66054 2.74851  0.31
43 H -0.68365 -3.13236 0.99722  0.35
44 H -1.16926 -1.83590 2.10572  0.24
45 H -2.20931 -2.25521 0.71685  0.40
46 H -2.14354 -4.94195 3.89267  0.28

Forces on atoms 1 to 6 (eV/Å):
0.241 0.446 -0.625
-0.769 -1.578 -1.602
-1.623 1.127 0.063
3.060 -0.341 -0.654
2.038 -3.607 0.536
-0.252 -1.928 2.273

DFT (ωB97M-V/def2-TZVPD) results for a structure of composition C18H19Cl2DyN6PS.

Multiplicity ... 6
<S²> ... 9.35
Frontier orbital gap (alpha / beta) ... 0.224 / 0.225 Ha
LUMO level (alpha / beta) ... -3.3207 / -3.3009 eV
Charge ... +1
HOMO energy (alpha / beta) ... -9.427 / -9.431 eV

Each line ends with the Mulliken charge.
Positions of all 48 atoms, in Å:
1 Dy 1.33659 -0.10996 -0.09887  0.23
2 C -1.93871 -1.05616 4.04543  -0.70
3 N -0.70141 -1.21636 3.32243  0.20
4 C 0.18269 -2.24436 3.51303  -0.16
5 C 1.23749 -1.96306 2.68163  -0.55
6 N 1.01769 -0.79576 2.00633  -0.06
7 C -0.17051 -0.36136 2.37963  0.16
8 P -0.96371 1.18434 1.82963  -0.40
9 C 0.45669 2.25764 1.52223  -0.19
10 N 1.49199 1.94544 0.77703  0.17
11 C 2.33169 3.02314 0.80043  -0.81
12 C 1.80629 4.02564 1.57463  -0.05
13 N 0.61339 3.52974 2.02833  0.13
14 C -0.30031 4.24294 2.88553  -0.76
15 C -1.45301 0.71404 0.13903  0.19
16 N -0.64271 0.58814 -0.89417  -0.22
17 C -1.42351 0.26424 -1.96757  -0.70
18 C -2.74591 0.21824 -1.60457  -0.23
19 N -2.75581 0.51594 -0.26827  0.20
20 C -3.94831 0.65064 0.53143  -0.71
21 H -2.05261 -1.87386 4.76223  0.32
22 H -2.76651 -1.07706 3.33343  0.21
23 H -1.91021 -0.10586 4.58513  0.33
24 H 0.00429 -3.05596 4.20363  0.43
25 H 2.14809 -2.52926 2.53803  0.46
26 H 3.26719 3.01374 0.25653  0.47
27 H 2.17079 5.01134 1.82723  0.43
28 H 0.10789 5.23144 3.11323  0.32
29 H -0.42451 3.67854 3.81313  0.31
30 H -1.25461 4.35534 2.36503  0.31
31 H -0.98921 0.09274 -2.94357  0.65
32 H -3.64351 0.01594 -2.17097  0.43
33 H -4.82931 0.48154 -0.09347  0.32
34 H -3.98541 1.66414 0.93953  0.33
35 H -3.92021 -0.09236 1.33133  0.20
36 Cl 2.17369 -2.09516 -1.52027  -0.01
37 C 2.05339 -2.39456 -3.19667  0.31
38 C 2.54569 -3.50836 -3.85987  -0.65
39 C 2.35759 -3.59026 -5.23857  -0.53
40 C 1.68479 -2.56036 -5.91457  -0.48
41 C 1.19419 -1.44056 -5.22207  -0.02
42 Cl 0.38009 -0.22766 -6.14757  -0.20
43 C 1.39079 -1.37516 -3.84637  0.75
44 S 0.92109 -0.16306 -2.73307  -0.45
45 H 3.06109 -4.28856 -3.31357  0.43
46 H 2.72999 -4.44806 -5.78947  0.36
47 H 1.54269 -2.63246 -6.98907  0.41
48 H 2.61219 -1.49916 0.70753  -0.20

Forces on atoms 1 to 6 (eV/Å):
3.116 -1.964 -2.334
-0.436 0.205 0.093
0.312 0.391 -0.452
0.411 0.748 -0.656
0.482 -0.538 0.370
-1.065 -0.626 1.646

DFT (ωB97M-V/def2-TZVPD) results for an isolated molecule of C18H19Cl4NO4.

Energy relative to the best compared isomer or geometry (same formula, charge and spin) ... 0.0 kJ/mol
Frontier orbital gap ... 0.262 Ha
LUMO level ... -0.4014 eV
HOMO energy ... -7.518 eV

Each line ends with the Mulliken charge.
Positions of all 46 atoms, in Å:
1 Cl -3.27073 -1.02553 3.68368  -0.19
2 C -3.05330 -0.13069 2.22967  0.30
3 C -1.80083 -0.00904 1.69389  -0.69
4 Cl -0.44856 -0.28654 2.69870  -0.12
5 C -1.47367 0.80408 0.35153  3.14
6 O -0.93588 1.91559 0.78290  -0.97
7 C -2.84827 1.24386 -0.34801  -0.41
8 O -2.76313 1.81593 -1.41802  -0.66
9 C -4.10987 1.05919 0.35948  -0.22
10 Cl -5.47973 1.53542 -0.52248  -0.17
11 C -4.21648 0.42567 1.58278  0.30
12 Cl -5.74220 0.28817 2.33404  -0.17
13 C 2.77406 3.61825 -1.65278  -0.73
14 O 2.76217 2.72477 -0.52730  -0.35
15 C 2.22649 1.52301 -0.80139  0.19
16 O 1.96885 1.16196 -1.94122  -0.58
17 C 1.96668 0.73719 0.47768  0.93
18 C 3.24646 0.58161 1.32677  -0.85
19 C 3.69450 -0.85935 1.13324  -0.73
20 C 2.43863 -1.63721 0.73742  -0.66
21 N 1.53038 -0.63082 0.17514  0.21
22 C 0.28141 -0.91902 -0.11404  -0.40
23 C -0.61934 0.11402 -0.69206  0.26
24 C -1.17887 -0.56506 -1.97529  -1.58
25 C -1.98343 -1.83675 -1.74744  -0.89
26 C -1.69342 -2.44708 -0.37424  -0.63
27 C -0.21233 -2.32157 0.01997  -0.98
28 H 3.03430 4.58722 -1.22545  0.26
29 H 3.52349 3.28754 -2.38108  0.30
30 H 1.78480 3.65126 -2.12566  0.32
31 H 1.16883 1.28735 1.00963  0.11
32 H 4.00199 1.32461 1.05346  0.41
33 H 2.93632 0.75320 2.36272  0.34
34 H 4.43748 -0.93368 0.33137  0.33
35 H 4.13501 -1.28091 2.04009  0.39
36 H 2.63867 -2.44030 0.01497  0.31
37 H 1.99918 -2.10444 1.63466  0.40
38 H 0.00007 0.91472 -1.09946  0.20
39 H -1.70123 0.15567 -2.61158  0.55
40 H -0.26608 -0.84570 -2.52559  0.51
41 H -3.06277 -1.64617 -1.87883  0.33
42 H -1.70098 -2.53667 -2.55227  0.38
43 H -2.28697 -1.91240 0.37881  -0.01
44 H -2.01033 -3.49670 -0.34189  0.56
45 H 0.39991 -2.98164 -0.61765  0.56
46 H -0.09129 -2.66299 1.06113  0.43

Forces on atoms 1 to 6 (eV/Å):
-0.130 0.118 0.436
1.626 -0.227 -0.371
-1.489 0.719 -0.754
0.483 -0.433 0.227
-2.841 0.479 1.407
0.985 0.839 0.387

DFT (ωB97M-V/def2-TZVPD) results for a structure of composition C18H19ClF3N3O2S.

Frontier orbital gap ... 0.295 Ha
LUMO level ... -0.3831 eV
HOMO energy ... -8.401 eV

Each line ends with the Mulliken charge.
Positions of all 47 atoms, in Å:
1 C -0.39939 -4.20200 -3.29607  -0.68
2 C 0.74873 -3.88171 -3.93612  -0.32
3 C 1.45686 -2.53868 -3.77541  -1.34
4 C 1.15086 -1.83036 -2.47694  0.49
5 C 0.57529 -0.52095 -2.55812  -1.33
6 C 0.20862 0.23222 -1.48123  0.00
7 C -0.43132 1.58386 -1.75984  -1.39
8 C -0.77060 2.53252 -0.60684  -0.47
9 C 0.39590 3.10288 0.10736  0.64
10 F 0.10492 4.15717 0.92245  -0.38
11 C 1.65870 2.66638 0.12562  0.19
12 F 2.38438 2.35125 -0.93356  -0.23
13 F 2.35605 2.54776 1.24801  -0.26
14 C 0.44569 -0.36875 -0.21492  0.88
15 N 0.15100 0.15096 0.98097  -0.12
16 S 0.62967 -0.88802 2.08574  0.05
17 N 1.21589 -2.06848 1.16010  -0.64
18 C 1.04710 -1.66443 -0.09839  0.69
19 C 1.40542 -2.39308 -1.26317  1.02
20 C 2.02757 -3.75300 -1.07415  -1.17
21 C 3.27110 -3.61723 -0.20514  0.56
22 O 4.05174 -2.72553 -0.26677  -0.45
23 Cl 3.53446 -4.95390 0.95153  -0.22
24 H -0.47470 -5.14017 -2.75292  0.28
25 H -1.26886 -3.55036 -3.31242  0.29
26 H 1.17218 -4.60974 -4.62613  0.40
27 H 2.52574 -2.72243 -3.88996  0.43
28 H 1.13247 -1.90452 -4.60924  0.37
29 H 0.41606 -0.10930 -3.54894  0.34
30 H -1.36569 1.38835 -2.28971  0.63
31 H 0.21774 2.08256 -2.48246  0.41
32 H -1.33437 3.36388 -1.04989  0.54
33 H -1.47197 2.07428 0.10418  0.04
34 H 1.33529 -4.41554 -0.55612  0.37
35 H 2.36006 -4.19233 -2.01201  0.44
36 C -3.01331 1.97907 2.80417  0.07
37 O -2.29421 1.59038 1.90042  -0.57
38 N -2.60276 2.73309 3.83665  0.11
39 C -3.50667 3.16255 4.88411  -0.95
40 C -1.20264 3.12726 3.90212  -0.70
41 H -4.08684 1.72942 2.84896  0.24
42 H -3.54093 4.25288 4.92658  0.34
43 H -3.16911 2.78313 5.85059  0.34
44 H -4.50903 2.78676 4.68976  0.28
45 H -0.93348 3.70317 3.01861  0.16
46 H -0.56711 2.24138 3.93535  0.23
47 H -1.03649 3.72737 4.79314  0.37

Forces on atoms 1 to 6 (eV/Å):
0.292 -0.067 -0.437
-0.492 0.133 0.417
-1.101 -0.011 -1.204
-0.044 0.271 -0.137
0.017 -0.163 0.133
-0.044 -0.031 -0.408

Repeat the third record exactly.
DFT (ωB97M-V/def2-TZVPD) results for a cluster of 2 separate species, C18H19BNO6P in total.

SMILES string ... COB(O)c1cccc2c1C(=O)c1ccc([PH2]=O)cc1C2=O.CN(C)C=O
Frontier orbital gap ... 0.282 Ha
LUMO level ... -1.3431 eV
HOMO energy ... -9.008 eV

Each line ends with the Mulliken charge.
Positions of all 46 atoms, in Å:
1 C 0.31808 5.60902 -4.06916  -0.56
2 O 0.28886 4.75072 -2.87360  -0.48
3 B -0.32285 3.51007 -3.25445  0.70
4 O -1.67473 3.56707 -3.81264  -0.57
5 C 0.35207 2.03817 -3.16165  0.40
6 C 1.21150 1.49661 -4.33964  -0.45
7 C 1.90717 0.10896 -4.34183  -0.53
8 C 1.74890 -0.81774 -3.10919  -0.61
9 C 0.89625 -0.28309 -1.92948  0.29
10 C 0.20254 1.12829 -1.92256  0.03
11 C -0.61018 1.54073 -0.59178  0.21
12 O -1.70472 2.15307 -0.61025  -0.54
13 C 0.08337 1.05155 0.78037  0.47
14 C 0.15685 1.89399 2.06901  -0.76
15 C 0.90371 1.24829 3.28881  -0.38
16 C 1.54321 -0.15827 3.27765  0.23
17 P 2.45058 -0.97349 4.72408  0.43
18 O 3.55039 -1.89675 4.11024  -0.65
19 C 1.45946 -1.00159 1.96778  -0.45
20 C 0.74127 -0.34921 0.77087  0.44
21 C 0.67446 -1.18250 -0.60823  0.14
22 O 0.43330 -2.41008 -0.62388  -0.57
23 H -0.72425 5.88148 -4.44671  0.26
24 H 0.87838 6.58715 -3.88342  0.24
25 H 0.90649 5.02850 -4.86066  0.20
26 H -1.59335 3.09666 -4.68226  0.33
27 H 1.31165 2.16980 -5.25265  0.27
28 H 2.54887 -0.27468 -5.20004  0.32
29 H 2.22924 -1.84045 -2.98561  0.37
30 H -0.29134 2.94954 2.11241  0.37
31 H 0.97097 1.85051 4.26615  0.28
32 H 1.50181 -1.81078 5.39091  0.09
33 H 3.13637 -0.04736 5.57130  0.08
34 H 1.87942 -2.04873 1.84219  0.34
35 C -3.61194 -3.91775 2.04644  -0.93
36 N -2.21965 -3.62143 2.31200  0.20
37 C -1.53498 -2.65175 1.47735  -0.89
38 C -1.53164 -4.22462 3.32177  -0.02
39 O -0.36314 -4.01958 3.59728  -0.56
40 H -3.70578 -4.30526 1.02867  0.32
41 H -4.19647 -2.99913 2.14340  0.32
42 H -3.99440 -4.66054 2.74851  0.31
43 H -0.68365 -3.13236 0.99722  0.35
44 H -1.16926 -1.83590 2.10572  0.24
45 H -2.20931 -2.25521 0.71685  0.40
46 H -2.14354 -4.94195 3.89267  0.28

Forces on atoms 1 to 6 (eV/Å):
0.241 0.446 -0.625
-0.769 -1.578 -1.602
-1.623 1.127 0.063
3.060 -0.341 -0.654
2.038 -3.607 0.536
-0.252 -1.928 2.273